Computed, not measured: a cluster of 2 separate species, C2H7FN2S in total in a non-equilibrium geometry, with ωB97M-V with the def2-TZVPD basis set.

The frontier orbital gap (spin up / spin down) comes out at 7.344 / 8.804 eV. The maximum force is 3.4 eV Å⁻¹. For the LUMO energy (spin up / spin down), the calculation gives -2.04 / -0.56 eV. The value obtained for the energy above the lowest of the compared OMol25 structures with the same formula, charge and spin is 69.3 kcal per mole.

```
! wB97M-V def2-TZVPD RIJCOSX def2/J DEFGRID3
* xyz 0 1
S -0.3451 0.4603 -0.9576
F -2.0651 -0.0767 -0.8562
N -0.2778 1.3746 -2.2200
N 0.5360 -0.8047 -1.0348
C 0.8366 -1.7473 -0.0186
C -0.1060 1.2864 1.6953
H 1.7285 -2.3396 -0.2823
H 0.7515 0.6662 1.3845
H -0.1483 2.3703 1.6512
H -1.1846 1.6856 -2.6176
H -0.0536 -2.3301 0.1232
H -0.7452 0.6596 2.3237
H 1.0731 -1.2045 0.8092
*
```


Computed, not measured: a cluster of 2 separate species, C19H45BN4O4P in total in a non-equilibrium geometry, with ωB97M-V with the def2-TZVPD basis set.

The frontier orbital gap (spin up / spin down) comes out at 8.772 / 8.969 eV. The maximum force is 4.8 eV Å⁻¹. The expectation value of S² is 0.754. For the LUMO energy (spin up / spin down), the calculation gives 0.63 / 0.54 eV.

```
! wB97M-V def2-TZVPD RIJCOSX def2/J DEFGRID3
* xyz 0 2
P 3.9359 -2.6402 0.7262
O 2.7985 -2.8581 1.6513
O -0.5827 1.2080 -1.1536
O -3.8177 4.2836 2.3789
O -1.9073 4.2261 0.1632
N 5.2944 -1.6499 0.3867
N 3.2422 -2.6709 -0.8227
N -1.3800 0.3602 -0.6144
N 4.8799 -4.0585 0.9840
C -3.1656 3.8867 -2.0076
C -4.0508 5.1680 -2.0640
C 6.5086 -1.8419 1.2007
C -1.8242 -0.8366 1.5482
C -0.0949 0.9317 1.3769
C 2.0825 -1.7995 -0.9943
C 5.1231 -5.0130 -0.0823
C 3.9834 -2.7714 -2.0660
C -3.8146 1.0158 -0.7524
C -2.6537 0.1768 -1.3427
C -1.4898 0.4992 0.8516
C -3.4176 2.1647 0.2040
C -4.7823 2.7001 0.7824
C -2.4526 0.5378 -2.8218
C -4.7677 3.2392 2.2011
C -2.4929 1.6018 1.2960
C 4.6202 -4.7446 2.2453
C -3.0930 -1.2995 -1.3555
C 4.9243 -0.2158 0.4770
B -2.7977 3.4314 -0.5389
H -2.2288 5.1333 0.2458
H -3.8579 -1.4405 -2.1171
H -0.0206 0.6416 2.4230
H -4.4518 1.3780 -1.5601
H -3.5115 -1.6175 -0.4022
H 4.6784 0.0830 1.5006
H -4.0097 5.7323 -1.1320
H -3.6633 3.1133 -2.5897
H 4.1998 -5.3999 -0.5317
H 5.7530 -4.5818 -0.8617
H 4.0603 -0.0024 -0.1539
H -1.9171 2.4246 1.7164
H -3.0640 1.1947 2.1350
H -5.0795 4.8910 -2.2872
H -1.4081 -0.8821 2.5487
H -2.2224 4.0867 -2.5227
H -1.6461 -0.0753 -3.2238
H 1.4358 -2.1735 -1.7912
H 4.6864 -3.5952 -2.0641
H 2.3770 -0.7731 -1.2502
H 5.4840 -5.3657 2.4966
H 5.6908 -5.8585 0.3106
H 4.5284 -1.8530 -2.3214
H 0.6763 0.3583 0.8611
H -5.1341 3.4833 0.1012
H -4.6134 2.4311 2.9180
H 5.7464 0.4045 0.1221
H 7.2136 -1.0448 0.9587
H -3.2064 4.0317 3.0777
H -5.7553 3.6585 2.4168
H -2.2001 1.5823 -2.9646
H -2.2495 -1.9521 -1.5860
H 4.4806 -4.0332 3.0555
H -2.9078 -0.9468 1.6394
H -3.7209 5.7989 -2.8872
H 6.3128 -1.8120 2.2762
H -4.4467 0.3388 -0.1653
H -5.5002 1.8769 0.7442
H -3.3755 0.3190 -3.3561
H 1.4770 -1.7607 -0.0908
H 6.9936 -2.7815 0.9591
H 3.7307 -5.3839 2.2028
H 3.2783 -2.9735 -2.8751
H 0.0762 1.9924 1.2290
H -1.4965 -1.6785 0.9383
*
```


Computed, not measured: a structure of composition C29H86HfO37P9 in a non-equilibrium geometry, with ωB97M-V with the def2-TZVPD basis set.

The frontier orbital gap comes out at 1.680 eV. The maximum force is 4.7 eV Å⁻¹. For the LUMO energy, the calculation gives -12.39 eV.

```
! wB97M-V def2-TZVPD RIJCOSX def2/J DEFGRID3
* xyz 3 1
Hf 0.6681 2.0855 -0.3683
P -0.8709 -2.1484 4.8754
P -4.1875 -1.0783 -4.7841
P 1.5952 1.0959 -3.5415
P 2.4996 -5.6122 0.0045
P -4.2941 -0.6498 2.4196
P 6.2718 -1.4247 -0.2297
P 0.9337 2.7483 2.6794
P 1.5157 5.3529 -1.4539
P -2.7128 2.5864 -1.0263
O -3.4252 -2.4004 -4.7326
O 0.3382 -2.8120 5.6285
O -3.8783 0.5073 3.3903
O -2.1221 -3.0524 5.2505
O 0.0541 6.0407 -1.4823
O -5.5226 -1.5213 -3.9477
O -2.3448 3.6337 -2.0908
O 0.1408 1.6124 1.8373
O -3.4582 0.1000 -4.2649
O -1.3575 2.3361 -0.3266
O 1.4411 4.0235 -0.6512
O 2.1217 -5.1981 1.4629
O -3.8043 -1.9647 3.1856
O -3.2662 1.2013 -1.4456
O 1.8103 5.0186 -2.9698
O 2.6867 6.2005 -0.9404
O -4.6900 -0.9251 -6.2972
O 0.7045 1.6715 -2.4458
O 6.5681 -2.4163 -1.4326
O 1.0686 -0.2350 -4.0110
O 3.9950 -5.1605 -0.2155
O 0.4929 4.1253 2.4191
O 1.6953 2.0931 -4.7355
O 1.6754 -4.4884 -0.7539
O -3.6905 -0.4096 1.0962
O 2.3943 2.4080 2.2195
O 2.5390 1.3104 -0.2087
O 6.7281 -2.2823 1.0363
O 7.3495 -0.3031 -0.3622
O -0.9435 -0.6550 5.0942
O 0.8090 2.0731 4.1178
O 3.0110 0.8076 -2.9253
O 2.1994 -6.9778 -0.3953
O 4.8195 -0.9971 -0.1531
O -0.6161 -2.6048 3.3683
O -3.8024 3.2377 -0.1445
O -5.8391 -0.6902 2.2658
C -2.7978 -2.6560 6.5374
C -6.6460 -1.3366 3.2823
C 5.2500 -5.9123 -0.2992
C -6.8396 -1.0941 -4.5141
C -0.2667 6.3654 -0.1126
C -4.6691 0.9403 -1.8539
C 1.6437 -4.2986 -2.1799
C 0.0038 2.6595 5.1946
C -4.3172 0.4280 4.8187
C 7.5061 0.5842 0.7525
C -1.1835 1.4553 2.3459
C 2.3534 -6.0418 2.5912
C 3.5982 2.9752 2.7580
C 1.1003 1.9842 -6.0297
C 0.6437 -0.9526 -0.7135
C -4.8083 0.2854 -7.0140
C 0.7652 -2.5263 6.9822
C -3.9178 -3.7217 -4.4245
C 7.7355 -3.2801 -1.7173
C -3.3820 4.4033 -2.7657
C -0.5705 -0.4487 -0.4795
C -0.3653 -0.5716 -4.0556
C -4.1478 2.9949 1.2440
C -3.6276 -3.1637 2.4259
C 0.7054 -2.6222 2.8425
C 3.2519 7.4796 -0.4885
C 4.3976 0.4844 -3.3378
C 6.0364 -2.1367 2.2327
C 3.1216 5.0747 -3.5572
H 2.6847 -5.4744 3.4534
H -1.6158 0.6020 1.8752
H -0.7627 -1.0526 -3.1660
H 1.8394 2.4497 -6.6961
H 2.3097 -5.0865 -2.5961
H 3.7462 5.8392 -2.9914
H -4.5381 -0.5791 5.1899
H -0.9462 7.1689 -0.3255
H 0.1243 2.5599 -6.0647
H -7.5772 -1.5265 -3.8523
H -3.4270 3.5050 1.8864
H -4.0329 0.9804 -6.6791
H -5.1969 1.0725 4.8616
H -6.8619 -0.6832 4.1439
H 6.5153 1.0974 0.8752
H -0.4811 3.6166 4.9403
H 0.9401 -1.5010 7.1551
H -3.5983 -4.3280 -5.2576
H -2.1641 -2.0741 7.2626
H 0.6463 -4.5286 -2.5002
H 7.4809 -0.0424 1.5643
H 0.8474 0.9760 -6.2651
H -7.6287 -1.5434 2.8522
H -1.0437 0.2613 -4.3703
H 8.3620 1.2514 0.7079
H 4.3615 2.8907 1.9761
H 7.6640 -3.5711 -2.7212
H 4.8503 -6.9359 -0.1600
H 1.9591 -3.3122 -2.3487
H 1.3780 -6.5761 2.8309
H 2.9657 5.4682 -4.5368
H -1.1234 1.3108 3.3979
H 1.7057 -3.1085 7.1874
H -5.0778 3.5534 1.3675
H 3.8961 2.3917 3.6029
H -3.4450 -3.8284 3.2901
H -3.4490 0.8034 5.3978
H 0.9037 -1.0709 -1.7492
H -3.6203 -1.9890 6.2118
H 3.0211 8.2781 -1.1860
H 8.5611 -2.6240 -1.6138
H 0.5879 -2.8391 1.8140
H 3.5769 4.0705 -3.6765
H -5.4097 1.6793 -1.5069
H -4.9890 0.0409 -1.2873
H -6.9581 -0.0168 -4.5011
H -4.7201 0.7441 -2.8693
H -0.3878 -1.3582 -4.8234
H -1.9007 2.2702 2.1676
H -5.8818 0.5839 -6.9239
H -3.2577 -3.5647 6.9524
H -4.3172 1.9043 1.4646
H 1.2446 -1.3530 0.0299
H -5.0156 -3.7070 -4.2946
H -3.4357 -4.1753 -3.5407
H 0.6238 6.7468 0.4293
H -6.2067 -2.2977 3.6282
H 3.1125 -6.7460 2.3303
H -2.8056 -3.1651 1.7147
H 2.9026 7.5700 0.5209
H -3.0155 4.5926 -3.7763
H 6.2201 -2.9727 2.8944
H 5.8582 -5.6619 0.5189
H 1.2728 -1.7563 3.1708
H -4.5426 0.1221 -8.0250
H 5.6596 -5.7327 -1.3080
H 1.1979 -3.5299 3.2951
H -5.8048 4.8533 -1.9981
H 4.9645 0.4981 -2.4060
H 4.3364 -0.4767 -3.7759
H -6.9435 -1.4981 -5.4864
H -3.6088 5.2522 -2.1291
H -0.6286 1.8288 5.4747
H 4.9528 -2.1081 2.1102
H 7.7426 -4.1181 -1.0268
H 0.7579 2.8450 5.9364
H -0.8008 5.5432 0.2649
H -1.4505 -0.4165 -1.2175
H 3.4180 4.0225 3.0599
H -0.0551 -2.8787 7.6224
H 6.2037 -1.1734 2.7574
H -4.2221 3.6975 -2.8135
H -0.9431 -0.6621 0.5881
H -4.5187 -3.3720 1.8090
H 4.3091 7.3042 -0.5058
H 4.8306 1.1565 -4.0921
*
```


Computed, not measured: a cluster of 2 separate species, CH2F2N2O in total in a non-equilibrium geometry, with ωB97M-V with the def2-TZVPD basis set.

The frontier orbital gap comes out at 9.362 eV. The maximum force is 3.6 eV Å⁻¹. As for the SMILES: [H]/N=N/C(=O)F.F. For the LUMO energy, the calculation gives -1.37 eV. The value obtained for the energy above the lowest of the compared OMol25 structures with the same formula, charge and spin is 8.6 kcal per mole.

```
! wB97M-V def2-TZVPD RIJCOSX def2/J DEFGRID3
* xyz 0 1
F -2.2787 -0.1217 2.2024
F -0.1978 -1.1050 0.5280
O -0.5664 1.1283 0.5491
N 0.7487 0.1785 -1.0232
N 1.8738 0.0892 -1.4428
C 0.0827 0.2216 0.1086
H -1.6310 -0.2866 1.4920
H 1.9686 -0.1043 -2.4140
*
```